Computed, not measured: C5H12NO as an isolated structure, with ωB97M-V with the def2-TZVPD basis set.

Cartesian coordinates (Å):
1 C 0.5835 2.2393 1.7966
2 C 0.7180 0.9432 1.5483
3 C -1.2445 -0.0862 -1.5251
4 C 0.4999 -1.5816 -0.9370
5 C -0.4715 0.2225 1.0062
6 N -0.0235 -0.2764 -0.7464
7 O -0.7705 -0.9601 1.6328
8 H 1.2973 2.8274 2.4395
9 H -0.1780 2.9366 1.5629
10 H 1.4976 0.1886 1.8533
11 H -0.9594 -0.0934 -2.5365
12 H -1.8230 -0.9420 -1.4924
13 H -1.7880 0.7986 -1.2596
14 H -0.3882 -2.1267 -0.5880
15 H 0.8930 -1.8833 -1.9174
16 H 1.2288 -1.7933 -0.1797
17 H -1.3498 0.9350 0.8363
18 H 0.7107 0.3838 -0.9046
19 H -0.1645 -1.2656 2.2809

Forces on the atoms, in the same order (eV/Å):
2.07 10.20 3.36
-0.97 -10.53 -2.36
1.19 1.17 -0.37
-0.98 -2.06 1.59
1.24 0.09 1.25
-0.67 1.93 0.96
-1.85 0.88 -2.10
-0.58 -1.21 -0.51
-1.03 -0.18 -0.89
-0.36 1.56 -0.19
0.33 0.65 -1.60
-1.40 -1.68 0.89
-0.15 0.38 0.06
0.61 -1.10 -0.71
-0.49 0.54 0.11
0.77 0.00 0.25
0.97 -1.57 -0.06
0.08 0.99 -0.56
1.23 -0.07 0.89

The value obtained for the energy relative to the best compared isomer or geometry (same formula, charge and spin) is 217.5 kJ/mol. The value obtained for the HOMO-LUMO gap (alpha / beta) is 7.83 / 8.02 eV. As for the expectation value of S²: 2.01. As for the spin multiplicity: 3. As for the net charge: +1. The highest occupied orbital energy (alpha / beta) comes out at -0.389 / -0.569 hartree.


Computed, not measured: C13H15MnN4O2S as an isolated structure, with ωB97M-V with the def2-TZVPD basis set.

Cartesian coordinates (Å):
1 Mn 0.6052 -0.3662 0.3163
2 N -1.4260 -0.7292 -2.0510
3 C -1.8131 -1.3334 -0.8757
4 C -2.9934 -2.0872 -0.8617
5 C -3.3891 -2.6955 0.3004
6 C -2.6157 -2.5524 1.4628
7 C -1.4843 -1.8010 1.3847
8 N -1.0814 -1.1952 0.2331
9 C -0.3442 0.0676 -2.3501
10 C -0.2088 0.5523 -3.6577
11 C 0.8663 1.3386 -3.9762
12 C 1.8151 1.6564 -2.9918
13 C 1.6175 1.1665 -1.7384
14 N 0.5526 0.3833 -1.4110
15 H -2.0309 -0.9211 -2.8355
16 H -3.5793 -2.1779 -1.7667
17 H -4.2982 -3.2814 0.3189
18 H -2.8975 -3.0194 2.3945
19 H -0.8471 -1.6541 2.2503
20 H -0.9558 0.3019 -4.3991
21 H 0.9786 1.7153 -4.9841
22 H 2.6776 2.2679 -3.2102
23 H 2.3125 1.3868 -0.9355
24 C 0.2351 2.8843 2.9994
25 C 0.8177 1.7210 2.2989
26 C 2.1516 1.1586 2.6593
27 O 0.1563 1.2029 1.3682
28 H 0.8704 3.2551 3.7964
29 H -0.7468 2.6099 3.3935
30 H 0.0529 3.6764 2.2670
31 H 2.6453 1.7176 3.4487
32 H 2.8024 1.1658 1.7789
33 H 2.0486 0.1202 2.9932
34 O 3.2099 -2.1324 1.8457
35 S 2.7051 -2.6006 0.5779
36 N 1.5910 -1.8011 -0.0438

Forces on the atoms, in the same order (eV/Å):
-0.82 -0.06 -0.97
0.09 -0.07 0.02
0.00 0.07 -0.04
-0.05 -0.01 -0.01
0.01 0.01 0.01
-0.02 -0.01 -0.05
-0.04 0.02 0.00
-0.25 -0.11 0.35
-0.10 -0.01 0.01
-0.03 0.03 -0.04
0.01 0.01 0.01
-0.03 -0.03 -0.03
-0.02 0.08 -0.02
0.27 0.27 -0.11
-0.01 0.01 0.00
0.01 -0.01 0.00
0.00 0.00 0.00
-0.01 0.00 0.00
0.02 0.02 -0.02
0.01 -0.01 0.00
0.00 -0.01 0.00
-0.01 0.01 0.00
-0.01 -0.03 0.02
-0.02 0.08 0.01
-0.18 0.05 -0.07
0.02 0.06 0.09
0.72 -0.39 0.38
-0.01 0.00 0.00
0.01 -0.01 0.00
0.01 0.00 0.01
-0.03 0.03 -0.01
-0.01 -0.05 -0.01
0.00 -0.01 -0.07
-0.06 0.14 0.04
0.23 -0.38 -0.08
0.31 0.32 0.58

The value obtained for the HOMO-LUMO gap (alpha / beta) is 7.33 / 7.28 eV. As for the net charge: +2. The highest occupied orbital energy (alpha / beta) comes out at -0.569 / -0.568 hartree.


Computed, not measured: C25H22BrN3O3S2 in the gas phase, with ωB97M-V with the def2-TZVPD basis set.

Cartesian coordinates (Å):
1 C 6.4543 0.7903 -0.3334
2 H 6.4972 -0.0174 -1.0665
3 H 7.1617 1.5737 -0.5979
4 H 6.6694 0.3935 0.6606
5 O 5.1603 1.3762 -0.3544
6 C 4.2725 0.9395 0.5438
7 O 4.5107 0.1003 1.3802
8 C 2.9641 1.6269 0.4111
9 C 2.0970 1.6173 1.4998
10 C 0.8795 2.2639 1.4264
11 C 0.4982 2.9085 0.2534
12 C 1.3552 2.8896 -0.8438
13 C 2.5847 2.2653 -0.7665
14 H 3.2522 2.2594 -1.6142
15 H 1.0535 3.3736 -1.7621
16 C -0.8217 3.6017 0.1682
17 H -0.7570 4.5278 -0.4024
18 H -1.2491 3.7830 1.1520
19 S -2.0577 2.6000 -0.7553
20 C -2.3300 1.3742 0.4389
21 N -1.9519 1.4347 1.6863
22 N -2.2541 0.2614 2.2551
23 C -2.8119 -0.5124 1.3590
24 N -2.8986 0.1563 0.1596
25 C -3.5277 -0.2190 -1.0465
26 C -4.4927 0.6258 -1.5835
27 C -5.1199 0.2788 -2.7650
28 C -4.7916 -0.9049 -3.4056
29 C -3.8290 -1.7402 -2.8653
30 C -3.1866 -1.4029 -1.6865
31 H -2.4249 -2.0498 -1.2771
32 H -3.5654 -2.6605 -3.3636
33 H -5.2848 -1.1733 -4.3275
34 H -5.8687 0.9344 -3.1826
35 H -4.7482 1.5428 -1.0736
36 C -3.1915 -1.8965 1.6243
37 H -3.9288 -2.2693 0.9160
38 H -3.5360 -2.0063 2.6491
39 S -1.7393 -3.1252 1.4968
40 O -1.3795 -3.1649 0.0802
41 C -0.3926 -2.1185 2.3440
42 C 0.7144 -1.9283 1.3736
43 C 1.8992 -2.6486 1.4789
44 C 2.8867 -2.5339 0.5197
45 C 2.6686 -1.7097 -0.5687
46 C 1.5016 -0.9817 -0.7014
47 C 0.5336 -1.0928 0.2765
48 H -0.3693 -0.5143 0.1763
49 H 1.3453 -0.3422 -1.5568
50 Br 3.9954 -1.5728 -1.9174
51 H 3.8099 -3.0843 0.6127
52 H 2.0555 -3.3042 2.3229
53 H -0.0929 -2.7159 3.2025
54 H -0.8295 -1.1766 2.6770
55 H 0.2107 2.2626 2.2728
56 H 2.3995 1.1048 2.4003

Forces on the atoms, in the same order (eV/Å):
0.27 -0.25 0.17
0.00 0.04 0.07
-0.05 -0.03 -0.01
0.04 0.05 -0.15
-0.10 0.28 -0.22
0.01 -0.28 0.35
0.03 0.19 -0.11
-0.22 0.16 0.05
0.31 0.00 -0.14
0.07 0.12 0.00
0.19 -0.07 0.06
-0.06 -0.01 0.08
0.12 -0.05 0.10
0.06 0.02 -0.06
-0.02 0.06 -0.10
-0.37 -0.34 -0.06
-0.06 0.00 0.05
0.07 0.15 -0.04
0.02 0.43 -0.32
0.02 -0.02 -0.05
-0.03 0.78 -0.47
-0.43 -0.87 0.44
0.03 0.33 0.04
0.53 0.33 0.77
-0.33 -0.22 -0.61
0.06 -0.07 0.13
-0.01 0.04 -0.06
-0.03 -0.02 -0.06
-0.08 0.01 -0.03
0.07 0.10 0.06
0.08 0.00 0.09
0.03 -0.08 -0.05
-0.04 -0.02 -0.08
-0.07 0.05 -0.04
-0.04 0.07 0.07
0.59 -0.67 0.12
0.00 -0.15 0.06
-0.14 0.05 0.04
-0.59 0.63 1.20
0.22 -0.32 -1.27
-0.40 -0.22 0.07
0.12 0.02 -0.16
-0.14 0.10 0.03
0.08 -0.01 -0.13
0.02 -0.08 -0.05
0.02 -0.06 -0.08
0.12 -0.01 0.09
-0.18 0.07 0.00
0.01 0.05 -0.04
0.00 -0.01 -0.03
0.07 -0.01 0.00
0.01 -0.08 0.10
0.01 -0.03 0.04
0.08 -0.12 0.05
0.00 0.03 0.03
0.03 -0.06 0.07

The value obtained for the HOMO-LUMO gap is 9.01 eV. The highest occupied orbital energy comes out at -0.313 hartree.